Entry 1:
C21H29ClF7IN5O10PS3 as an isolated structure at a distorted geometry, computed with the ωB97M-V functional and the def2-TZVPD basis.

Calculated values
Total charge   0
E_tot   -4836.319431 a.u.
Gap between HOMO and LUMO   6.3 eV

Geometry (Å):
C  -1.6052  -1.0806  1.4031
C  -1.9784  -0.0235  0.3608
C  -1.0217  0.4049  -0.7648
C  -1.9358  1.2744  -1.6502
C  -1.5265  1.6314  -3.0307
O  -0.5988  1.1421  -3.6114
C  -0.5730  -0.9412  -1.4113
I  -2.1357  -1.8088  -2.6358
N  0.7925  -0.9931  -1.9284
C  1.3385  -1.9041  -2.9339
C  0.6728  -2.1554  -4.2764
O  0.1991  -3.1969  -4.5727
Cl  0.8931  -0.9076  -5.4863
C  1.6689  -0.6004  -0.9025
F  1.2384  -1.1553  0.3468
P  3.3862  -1.3852  -0.9604
S  4.7681  -0.6814  -2.1214
C  1.6558  0.9493  -0.6871
C  2.2292  1.5272  -2.0262
C  1.9074  2.7781  -2.8216
O  2.5272  3.9270  -2.2041
C  2.1188  5.0997  -2.7682
O  2.6946  5.6176  -3.6695
C  2.7015  1.1841  0.4289
C  3.1431  2.5836  0.8141
O  2.6390  3.1727  1.7379
N  4.2033  3.0812  0.0531
C  5.4696  2.3816  0.3264
C  4.3711  4.5176  0.2634
N  0.1983  1.3077  -0.1940
C  0.0958  1.4216  1.2801
O  -0.1133  2.6544  -0.6946
C  0.0620  3.6569  0.1075
N  0.2057  4.5312  0.8406
H  -2.1170  -0.8458  2.3270
H  -1.9871  -2.0567  1.1324
H  -0.5606  -1.2169  1.6485
H  -2.4040  0.8432  0.8523
H  -2.8477  -0.4306  -0.1369
H  -2.8591  0.7216  -1.7932
H  -2.3030  2.1417  -1.1180
H  -2.1658  2.3740  -3.5324
H  -0.6567  -1.6973  -0.6505
H  1.5398  -2.9026  -2.5595
H  2.2928  -1.4812  -3.2443
H  3.7539  -1.3723  0.3842
H  3.0674  -2.7203  -1.2098
H  2.2517  0.7474  -2.7729
H  3.2854  1.6588  -1.8249
H  2.3645  2.6494  -3.7965
H  0.8758  3.0018  -3.0055
H  1.2349  5.5600  -2.3174
H  3.6170  0.7646  0.0380
H  2.4694  0.6244  1.3231
H  6.1472  2.5403  -0.5027
H  5.3480  1.3115  0.4237
H  5.9460  2.7660  1.2259
H  3.4250  5.0240  0.1708
H  4.8372  4.7435  1.2176
H  5.0126  4.8860  -0.5289
H  0.8608  2.0911  1.6583
H  -0.8579  1.8486  1.5371
H  0.2414  0.4600  1.7332
C  -6.1301  -5.4101  6.0946
F  -6.3248  -5.0676  7.3682
F  -5.3053  -6.4590  6.0581
F  -7.3005  -5.7744  5.5682
S  -5.4160  -3.9689  5.1993
O  -4.1542  -3.7183  5.8365
O  -6.4109  -2.9397  5.2863
N  -5.3093  -4.6751  3.7762
S  -4.7289  -3.8567  2.5655
O  -3.3175  -3.5685  2.6393
O  -5.5576  -2.7960  2.0596
C  -4.8681  -5.1991  1.3133
F  -6.1331  -5.5762  1.1413
F  -4.1538  -6.2700  1.6682
F  -4.3933  -4.7655  0.1356

These are the Löwdin partial charges, in e, on atoms 1 to 4: number 1, C, carries -0.064; number 2, C, carries -0.206; number 3, C, carries -0.274; number 4, C, carries -0.156

Entry 2:
C36H33As2CrN3O4S2 as an isolated structure at a distorted geometry, computed with the ωB97M-V functional and the def2-TZVPD basis.

Calculated values
Total charge   0
E_tot   -8169.273947 a.u.
Gap between HOMO and LUMO (spin up / spin down)   7.9 / 7.7 eV

Geometry (Å):
Cr  0.3954  -1.0111  0.2329
O  2.0388  -0.4562  -3.4848
C  1.5656  -0.8435  -2.4338
O  1.1829  -0.1173  -1.4356
C  1.3258  -2.3252  -2.2017
C  1.6861  -3.3380  -3.0710
C  1.3995  -4.6483  -2.7083
C  0.7474  -4.9048  -1.5061
C  0.4044  -3.8290  -0.7049
N  0.7164  -2.5864  -1.0514
C  -0.3657  -3.8901  0.5994
O  -0.4538  -4.9514  1.2062
O  -0.8657  -2.7527  0.9061
H  2.1750  -3.0761  -3.9987
H  1.6701  -5.4653  -3.3651
H  0.4826  -5.9021  -1.1825
C  -0.2752  2.6313  -1.4901
C  0.6489  2.7708  -0.2841
As  0.5510  1.3713  1.0861
C  2.2030  1.6989  2.0494
C  3.3926  1.9141  1.3619
C  4.5882  2.0448  2.0529
C  4.6084  1.9415  3.4362
C  3.4268  1.7129  4.1278
C  2.2269  1.5958  3.4376
C  -0.7360  2.0879  2.3456
C  -1.8726  1.3528  2.6566
C  -2.8224  1.8678  3.5281
C  -2.6385  3.1227  4.0888
C  -1.5037  3.8622  3.7806
C  -0.5542  3.3459  2.9124
As  -2.0907  1.9935  -1.0665
C  -3.0329  2.7399  -2.6090
C  -4.4165  2.8651  -2.5131
C  -5.1606  3.3542  -3.5775
C  -4.5255  3.7353  -4.7501
C  -3.1465  3.6232  -4.8538
C  -2.4051  3.1276  -3.7901
C  -1.9884  0.1565  -1.7359
C  -1.5296  -0.1563  -3.0179
C  -1.6513  -1.4412  -3.5116
C  -2.2367  -2.4384  -2.7324
C  -2.6700  -2.1484  -1.4534
C  -2.5401  -0.8523  -0.9531
H  0.1757  1.9721  -2.2308
H  -0.4041  3.6194  -1.9348
H  0.4798  3.7140  0.2383
H  1.6842  2.7591  -0.6236
H  3.4055  1.9476  0.2797
H  5.5072  2.2100  1.5059
H  5.5424  2.0389  3.9747
H  3.4340  1.6363  5.2080
H  1.3089  1.4253  3.9863
H  -2.0197  0.3753  2.2123
H  -3.7054  1.2886  3.7651
H  -3.3793  3.5269  4.7666
H  -1.3581  4.8419  4.2175
H  0.3345  3.9242  2.6856
H  -4.9181  2.5775  -1.5957
H  -6.2359  3.4428  -3.4886
H  -5.1031  4.1210  -5.5803
H  -2.6447  3.9198  -5.7663
H  -1.3304  3.0446  -3.8932
H  -1.0765  0.6087  -3.6365
H  -1.2903  -1.6707  -4.5066
H  -2.3400  -3.4420  -3.1266
H  -3.1013  -2.9196  -0.8298
H  -2.9069  -0.6277  0.0429
S  0.1205  -1.4609  3.6192
C  0.2801  -1.2329  2.1049
C  2.6962  -4.9884  2.3432
N  2.7577  -3.8768  1.4131
C  2.9787  -2.6139  1.7479
N  3.2521  -2.3317  3.0285
S  2.9390  -1.3640  0.5823
H  2.4598  -5.8890  1.7855
H  1.8918  -4.8381  3.0658
H  3.6518  -5.1257  2.8543
H  2.6395  -4.0475  0.4281
H  3.0573  -2.9938  3.7623
H  3.2626  -1.3530  3.2689

These are the Löwdin partial charges, in e, on atoms 1 to 4: number 1, Cr, carries 0.257; number 2, O, carries 0.074; number 3, C, carries -0.608; number 4, O, carries -0.216

Entry 3:
The molecule C6H8N2O2 at a distorted geometry, computed with the ωB97M-V functional and the def2-TZVPD basis.

Calculated values
Total charge   0
E_tot   -493.367561 a.u.
Gap between HOMO and LUMO   9.7 eV
SMILES string   O=C1CCN2C(=O)CCN12

Geometry (Å):
C  1.5265  0.1645  -0.0630
C  1.5530  -1.3253  -0.2619
C  0.1711  -1.8544  0.4036
C  -0.2612  1.8765  0.4267
C  -1.4312  1.3198  -0.3366
C  -1.6220  -0.1781  -0.0771
H  1.7056  -1.5721  -1.4123
H  2.5089  -1.6581  0.2271
H  0.3518  -2.4670  1.3276
H  -0.4023  -2.3457  -0.4374
H  0.4140  2.6331  0.0148
H  -0.6672  2.2765  1.4552
H  -1.0469  1.4609  -1.4044
H  -2.4096  2.0107  -0.3922
N  -0.4531  -0.5290  0.6695
N  0.4971  0.5444  0.7678
O  2.2616  0.9356  -0.6629
O  -2.3091  -0.9937  -0.5859

These are the Löwdin partial charges, in e, on atoms 1 to 4: number 1, C, carries -0.488; number 2, C, carries -0.055; number 3, C, carries -0.070; number 4, C, carries -0.096

Entry 4:
C10H40AgO19P as an isolated structure at a distorted geometry, computed with the ωB97M-V functional and the def2-TZVPD basis.

Calculated values
Total charge   -2
Multiplicity   3
E_tot   -2322.915282 a.u.
<S²>   2.004
Gap between HOMO and LUMO (spin up / spin down)   3.5 / 6.9 eV

Geometry (Å):
Ag  -2.2104  -0.1327  -0.4795
P  0.4513  -0.1417  0.3823
O  1.4912  0.9709  0.0676
O  -0.7971  0.3732  1.0714
O  1.0549  -1.3359  1.2196
O  -0.2204  -0.7002  -0.9193
O  3.0808  -2.6710  0.0957
H  2.2724  -2.2863  0.4344
H  3.5850  -1.9242  -0.2274
O  -0.4182  2.7460  1.7743
H  -0.5918  1.8507  1.4834
H  0.5072  2.8879  1.5751
O  0.9069  -3.0051  -1.5824
H  1.6694  -3.1002  -1.0117
H  0.4086  -2.2834  -1.1988
O  -2.2218  -2.5736  -0.3815
H  -2.5723  -3.2866  -0.9154
H  -1.5041  -2.9725  0.1105
O  3.6451  -0.2738  -0.9679
H  3.6723  0.0897  -1.8530
H  2.9021  0.1632  -0.5517
C  1.3134  -3.8761  3.2205
C  0.5244  -4.2653  1.9416
O  -0.4112  -3.2943  1.4923
O  2.1098  -2.7121  3.0191
H  2.0609  -4.6272  3.4757
H  0.6157  -3.7067  4.0405
H  0.0126  -5.2174  2.0812
H  1.2474  -4.5082  1.1628
H  0.0635  -2.4819  1.3017
H  1.5389  -2.1805  2.4596
C  -3.0650  2.8822  -0.8277
C  -2.6872  2.5398  -2.2188
O  -1.7180  1.5397  -2.0785
O  -3.5669  1.8202  -0.0648
H  -3.7939  3.6924  -0.8078
H  -2.2649  3.2094  -0.1638
H  -2.3667  3.4585  -2.7101
H  -3.4979  2.0580  -2.7653
H  -0.9525  2.0726  -1.8512
H  -4.4431  1.8008  -0.4565
C  -2.0846  0.7439  4.3610
C  -1.0055  -0.2891  4.0829
O  0.1899  0.3788  3.7080
O  -2.8546  0.9811  3.1611
H  -1.7223  1.7190  4.6867
H  -2.7111  0.5126  5.2224
H  -1.3297  -0.9197  3.2550
H  -0.9588  -0.8722  5.0026
H  0.1962  0.2774  2.7534
H  -2.2064  1.2811  2.5196
C  0.3072  -1.5857  -4.8655
C  0.2962  -0.2820  -4.0243
O  1.2522  -0.2758  -3.0106
O  -0.0302  -2.7097  -4.0601
H  1.2201  -1.7745  -5.4304
H  -0.4130  -1.6000  -5.6836
H  -0.6818  -0.1421  -3.5637
H  0.4188  0.5106  -4.7624
H  0.8015  -0.5079  -2.1954
H  0.5903  -2.7132  -3.3275
C  2.1185  4.2728  -0.2843
C  0.8357  3.9211  -1.1056
O  0.7292  2.5845  -1.6295
O  2.4415  3.2344  0.6979
H  1.9421  5.2224  0.2210
H  2.9432  4.3452  -0.9933
H  0.9206  4.5735  -1.9747
H  -0.1000  4.1627  -0.6014
H  0.9636  1.9647  -0.9348
H  2.1008  2.3880  0.3994

These are the Löwdin partial charges, in e, on atoms 1 to 4: number 1, Ag, carries 0.904; number 2, P, carries 0.243; number 3, O, carries -0.308; number 4, O, carries -0.375

Entry 5:
A 3-piece molecular cluster, C5H16N2O overall, computed with the ωB97M-V functional and the def2-TZVPD basis.

Calculated values
Total charge   0
E_tot   -384.713652 a.u.
Gap between HOMO and LUMO   7.3 eV

Geometry (Å):
C  0.2641  0.8951  0.4844
C  0.3930  -1.2707  1.3212
C  1.7315  1.1317  0.1748
C  -0.1458  1.6130  1.7529
N  0.4904  -2.2849  0.4762
O  -0.5249  1.5077  -0.5922
H  -0.1912  2.3987  -0.7912
H  -0.6859  -1.9892  -0.5053
H  1.4408  -2.3764  0.1244
H  1.2435  -0.9459  1.9172
H  -0.5601  -1.1528  1.8281
H  2.3744  0.7843  0.9873
H  -1.2099  1.4703  1.9577
H  1.9626  2.1999  0.0144
H  2.0296  0.5875  -0.7276
H  0.0209  2.7026  1.6798
H  0.4143  1.2547  2.6207
C  -1.1522  -0.9587  -2.4005
N  -1.3576  -1.1865  -0.9594
H  -2.3389  -1.2729  -0.7196
H  -0.9290  -0.3968  -0.3834
H  -1.5640  0.0066  -2.6894
H  -0.0806  -0.9652  -2.5918
H  -1.6250  -1.7523  -2.9788

These are the Löwdin partial charges, in e, on atoms 1 to 4: number 1, C, carries -0.525; number 2, C, carries -0.197; number 3, C, carries -0.111; number 4, C, carries -0.118

Entry 6:
The molecule C9H9N3O2 at a distorted geometry, computed with the ωB97M-V functional and the def2-TZVPD basis.

Calculated values
Total charge   0
E_tot   -662.872723 a.u.
Gap between HOMO and LUMO   6.3 eV

Geometry (Å):
C  -1.7353  -1.1017  0.1980
C  -2.7402  -0.7204  -0.7454
C  -3.2852  0.5558  -0.4598
C  -2.7439  1.4399  0.5135
C  -1.7573  0.9049  1.3251
C  2.5510  0.8627  -0.1744
C  2.9857  -0.2611  0.7476
C  2.3431  -1.5448  0.4545
C  0.4356  -0.4457  -0.6080
H  -1.1677  -1.9834  0.0180
H  -3.0643  -1.2482  -1.7041
H  -3.9375  0.9043  -1.2104
H  -3.1816  2.3691  0.7548
H  -1.1696  1.4936  2.0340
H  0.9674  1.4030  -1.5416
H  3.8004  -0.0664  1.3931
H  2.5923  -2.4582  1.1791
H  0.4326  -2.4049  -0.1967
N  -1.2837  -0.3042  1.1860
N  1.4205  0.6535  -1.0999
N  1.0487  -1.5122  -0.0781
O  3.2736  1.8358  -0.2619
O  -0.7601  -0.3365  -0.7740

These are the Löwdin partial charges, in e, on atoms 1 to 4: number 1, C, carries -0.287; number 2, C, carries -0.070; number 3, C, carries -0.093; number 4, C, carries -0.096

Entry 7:
The molecule C5H8O3 at a distorted geometry, computed with the ωB97M-V functional and the def2-TZVPD basis.

Calculated values
Total charge   0
E_tot   -420.940613 a.u.
Gap between HOMO and LUMO   9.8 eV
SMILES string   OC[C@H]1O[C@H]2C[C@H]2O1

Geometry (Å):
C  0.7619  0.0503  1.6857
C  0.3834  0.9783  0.5157
C  0.2965  0.2424  -1.6023
C  -0.6573  -0.9770  -1.2686
C  -1.0864  0.4503  -1.0446
H  -0.4110  -1.3823  2.2164
H  1.8140  -0.0783  1.7751
H  0.4536  0.3824  2.6783
H  0.7038  2.0415  0.7921
H  0.6258  0.2950  -2.6751
H  -0.3806  -1.5992  -0.4659
H  -1.0683  -1.5859  -2.1320
H  -1.9536  0.7983  -1.6403
O  0.3542  -1.3299  1.5955
O  1.1561  0.7835  -0.6568
O  -0.9920  0.9306  0.2269

These are the Löwdin partial charges, in e, on atoms 1 to 4: number 1, C, carries -0.146; number 2, C, carries -0.312; number 3, C, carries -0.205; number 4, C, carries -0.011

Entry 8:
An isolated ion of composition C6H17N5O2 and charge +2 at a distorted geometry, computed with the ωB97M-V functional and the def2-TZVPD basis.

Calculated values
Total charge   +2
E_tot   -662.292879 a.u.
Gap between HOMO and LUMO   10.4 eV
SMILES string   [NH3+]CCN1CC[NH2+]C[C@H]1/[N+]([O-])=N/O

Geometry (Å):
C  -1.8592  0.3903  0.4601
C  -2.6286  -0.5521  -0.4726
C  -0.7001  -2.0165  -0.3573
C  0.0973  -1.0776  0.5117
C  0.0734  1.3622  0.9353
C  0.5867  2.4170  -0.0871
N  2.3217  -1.3907  0.6282
N  -0.5058  0.2185  0.2606
N  1.5014  -0.9407  -0.1617
N  -2.1439  -1.9788  -0.2648
N  2.0056  2.2378  -0.5691
O  1.6195  -0.3878  -1.2552
O  3.5889  -1.3489  0.1830
H  -2.1375  1.4209  0.1240
H  -2.1346  0.2528  1.5070
H  -3.7504  -0.6258  -0.2113
H  -2.3323  -0.2307  -1.5136
H  -0.4763  -1.8575  -1.3606
H  -0.4843  -3.0882  -0.0807
H  0.3044  -1.4187  1.5660
H  0.8738  1.0086  1.5590
H  -0.7031  1.9250  1.4919
H  0.5937  3.4718  0.4029
H  -0.0293  2.4160  -1.0910
H  -2.5354  -2.2875  0.6157
H  -2.3924  -2.5988  -1.1591
H  2.7564  2.5291  0.1491
H  2.1873  2.9583  -1.3675
H  2.1927  1.3689  -1.0623
H  4.1105  -2.1769  0.6195

These are the Löwdin partial charges, in e, on atoms 1 to 4: number 1, C, carries -0.213; number 2, C, carries -0.056; number 3, C, carries -0.095; number 4, C, carries -0.150

total charge of number 6 (C9H9N3O2)?
0